No. 1
The following is a quantum chemistry calculation of a cluster of 8 separate species, C15H42O10 in total, from the OMol25 dataset.

Its LUMO energy (spin up / spin down) is 2.76 / -0.50 eV. The HOMO energy (spin up / spin down) comes out at -6.7725 / -6.7533 eV. Its spin multiplicity is 2. Its net charge is -1. Its expectation value of S² is 0.7577. As for the orbital gap (spin up / spin down): 9.53 / 6.26 eV.

The geometry in XYZ format:
```
67
C15H42O10 (the ωB97M-V functional and the def2-TZVPD basis)
O -1.7566 -3.5349 1.7754
O 1.6510 -1.0873 -0.9294
O 4.0871 -1.5995 -1.3174
O -0.4679 1.5140 -3.0418
O 2.5383 1.5082 -1.3914
O -2.7293 0.7317 -0.4273
O 0.9621 -1.4853 2.7825
O 0.0758 -1.9785 0.2588
O -2.0837 -1.6880 -2.9333
O -0.4533 -0.5219 -1.1900
C 2.3210 2.4522 -0.3605
C 4.8279 -1.4860 -0.1068
C 1.6632 -0.0580 4.5247
C -3.0099 -3.3973 3.8485
C 0.4170 -1.1087 -0.5469
C -2.0272 3.3540 -3.0071
C 2.7569 3.8884 -0.8199
C 1.3561 -0.1508 3.0151
C -2.5011 0.8815 0.9503
C -0.7202 2.8310 -2.4697
C -3.2737 -1.0582 -3.4212
C 6.3214 -1.8926 -0.2317
C -1.7632 2.1207 1.3083
C -2.4267 -2.6179 2.6716
C -4.1620 -2.1449 -4.0792
H -3.4970 0.9692 1.3846
H 0.1719 3.4267 -2.6634
H -0.7952 2.2279 0.8188
H 3.7036 3.9770 -1.3528
H -3.0218 -0.3335 -4.1955
H -1.5529 -1.1659 -2.3273
H -1.9063 0.3265 -0.7102
H 6.9065 -1.3804 -0.9955
H -3.6792 -2.6717 -4.9022
H -5.0341 -1.6475 -4.5036
H -0.7560 2.6863 -1.3899
H -2.1532 3.3337 -4.0896
H -2.1604 4.4030 -2.7426
H -1.2129 -2.9781 1.2134
H 1.2747 2.3561 -0.0706
H -0.4824 0.9462 -2.2678
H 0.7896 -0.3045 5.1281
H 2.0538 0.6922 -1.2466
H -2.8662 2.7830 -2.6093
H -3.3401 -2.8069 4.7032
H 4.2387 -1.8986 0.7122
H -4.5837 -2.7982 -3.3153
H 0.6024 -1.6004 1.8999
H 6.8258 -1.5386 0.6674
H 6.4855 -2.9612 -0.3705
H -1.4441 2.0611 2.3488
H 1.8167 1.0112 4.6710
H 1.9584 4.2532 -1.4660
H 0.5354 0.5289 2.7859
H -3.7633 -4.1568 3.6395
H 2.1738 0.2114 2.3920
H 2.9299 2.2276 0.5152
H -1.9236 0.0716 1.3960
H -1.6868 -1.9177 3.0593
H -3.7673 -0.6082 -2.5598
H 2.5550 -0.6226 4.7967
H 3.1789 -1.3795 -1.0977
H -2.2705 -4.0788 4.2689
H -2.3336 3.0305 1.1213
H -3.2314 -2.1156 2.1348
H 2.8510 4.4194 0.1273
H 4.8074 -0.4498 0.2307
```

***

No. 2
The following is a quantum chemistry calculation of a structure of composition C30H31F6GeIrN3O7S2, from the OMol25 dataset.

The calculation puts the energy above the lowest of the compared OMol25 structures with the same formula, charge and spin at 0.0 kJ/mol. Its LUMO energy (spin up / spin down) is -5.89 / -9.20 eV. The HOMO energy (spin up / spin down) comes out at -11.4604 / -13.5562 eV. Its spin multiplicity is 6. Its net charge is +2. Its expectation value of S² is 8.8323. As for the orbital gap (spin up / spin down): 5.57 / 4.36 eV.

The geometry in XYZ format:
```
81
C30H31F6GeIrN3O7S2 (the ωB97M-V functional and the def2-TZVPD basis)
Ir 10.4893 8.5391 15.9566
Ge 8.7325 8.2254 17.6566
S 7.5861 9.9822 13.6783
S 8.9886 11.6054 15.5866
F 5.5518 11.6367 13.3779
F 5.4405 10.3138 15.2225
F 7.3141 13.5380 16.3464
F 8.2251 12.5336 18.0871
F 5.0188 9.5384 13.2418
F 6.6292 11.5941 17.0093
O 9.6854 10.4989 16.3581
O 7.5541 8.7665 14.4881
O 9.9183 6.6102 15.0200
O 10.4391 7.7033 12.8641
O 9.8487 12.7323 15.2975
O 11.1779 9.3507 14.2304
O 7.8438 9.8802 12.2489
N 12.3330 7.7131 15.9927
N 8.2999 11.1854 14.2922
N 10.3600 9.1539 10.6647
C 11.2623 9.6601 11.8132
C 14.6293 10.7141 15.7761
C 9.9986 9.5179 19.9168
C 9.0295 11.1660 21.3679
C 7.6025 9.7476 20.0541
C 5.7869 10.4172 13.8762
C 8.8389 6.3827 18.5945
C 13.7234 11.3058 18.4208
C 7.7790 10.7637 20.9500
C 10.9532 5.7890 15.5754
C 16.5587 12.3732 14.6705
C 12.5276 9.3758 9.6793
C 12.6792 9.4805 11.2255
C 13.4037 9.9940 16.3178
C 10.8860 8.8672 13.0577
C 14.6662 7.7056 15.9974
C 15.1396 11.8166 16.4955
C 14.7439 12.0545 17.8357
C 8.7526 9.2176 19.4305
C 11.0620 9.3261 9.3152
C 12.2828 6.4602 15.5253
C 16.2509 11.1692 14.0246
C 13.4805 8.4492 16.1423
C 13.4786 5.8558 15.1575
C 16.0497 12.7383 15.9032
C 10.1562 10.5166 20.8454
C 14.7088 6.4439 15.3935
C 13.0174 10.3952 17.6892
C 7.7274 12.3485 16.8372
C 15.2222 10.4145 14.5468
H 15.3159 12.7286 18.4058
H 10.8765 8.9584 19.5408
H 16.6845 10.9546 13.0416
H 15.6412 8.1444 16.1549
H 12.2012 9.8338 18.1721
H 10.9781 10.7411 11.9040
H 13.1913 10.4291 11.5212
H 14.7547 9.5642 14.0090
H 13.4126 4.8832 14.7263
H 7.8135 6.1295 18.8577
H 6.8724 11.2792 21.2719
H 13.1392 8.5325 9.3342
H 9.0592 11.9242 22.1409
H 11.1511 10.6864 21.2423
H 15.6455 5.9702 15.2015
H 10.8386 8.4188 8.7706
H 9.4562 9.6129 10.6685
H 17.1751 13.1164 14.1804
H 16.3457 13.6295 16.4810
H 10.7476 10.2499 8.7908
H 9.2656 5.6880 17.8800
H 6.6358 9.4131 19.7511
H 13.2406 8.6670 11.7010
H 13.4796 11.4579 19.4984
H 10.1677 7.1196 13.9666
H 12.9845 10.2977 9.2343
H 10.2303 8.1642 10.8465
H 9.4585 6.4882 19.4781
H 12.6374 10.3426 15.5901
H 11.0321 4.8278 15.0378
H 10.7298 5.5728 16.6149
```

***

No. 3
The following is a quantum chemistry calculation of a structure of composition C40H41AsMoN4, from the OMol25 dataset.

Its LUMO energy (spin up / spin down) is -14.16 / -14.16 eV. The HOMO energy (spin up / spin down) comes out at -18.8134 / -18.8134 eV. Its spin multiplicity is 1. Its net charge is +4. As for the orbital gap (spin up / spin down): 4.66 / 4.65 eV.

The geometry in XYZ format:
```
87
C40H41AsMoN4 (the ωB97M-V functional and the def2-TZVPD basis)
Mo 0.2395 0.1324 -0.9886
As -0.1973 0.0071 1.5316
N -1.6584 -0.0156 -1.6248
N 0.2891 -1.7980 -0.8784
N 1.5273 -0.3636 -2.4390
N -0.3951 1.9464 -1.0028
C -1.9679 -0.1194 2.3592
C 2.9371 -2.6319 2.3267
C -2.4160 -1.2270 -1.9657
C 2.1099 -1.6833 1.7522
C 0.2045 3.5368 3.7657
C -4.4692 2.2277 -2.7596
C -1.7500 -2.5772 -1.7199
C -4.3516 -0.3692 2.3095
C 3.5445 -4.4051 -2.6983
C -0.2717 2.5363 2.9313
C 0.5709 1.4856 2.5669
C -0.8504 -2.6004 -0.4830
C -3.6779 1.1729 -2.3250
C 1.9898 0.5590 -3.4704
C 1.9483 2.1517 -0.5805
C -1.9223 3.6679 -1.7827
C 1.7691 -3.7209 -1.0601
C 2.8945 -2.1066 -3.4480
C 0.7997 -1.5158 2.2105
C -4.3645 -0.5113 3.6877
C 2.7749 -4.5488 -1.5519
C -1.5916 2.3302 -1.5265
C 1.9931 -1.6314 -2.4695
C 0.3142 -2.3628 3.2066
C -3.1528 -0.1757 1.6377
C -4.1747 3.5802 -2.8646
C 1.1486 -3.3066 3.7851
C -3.1832 -0.4214 4.4089
C 1.5118 3.4912 4.2299
C 1.3453 -2.4544 -1.4736
C -1.9828 -0.2017 3.7516
C -3.0248 4.2215 -2.4187
C -2.3603 1.1510 -1.8478
C 2.6693 2.4383 -1.8907
C 2.3566 2.4628 3.8422
C 1.8547 2.0428 -3.1296
C 1.8928 1.4602 3.0012
C 3.5447 -3.3185 -3.5741
C 0.5994 2.8819 -0.5276
C 2.4658 -3.4226 3.3690
H -1.3648 -2.1510 0.3828
H 3.0555 0.3981 -3.6623
H 2.4878 -1.0374 0.9402
H -1.1880 4.4053 -1.4751
H 1.7666 1.0152 -0.4714
H 3.1297 -4.1180 3.8594
H 1.2747 -4.1100 -0.1770
H 3.1324 -1.4179 -4.2469
H 0.7727 -3.9352 4.5781
H -0.6144 -3.6408 -0.2450
H 1.8735 4.2538 4.9062
H 2.8654 3.5153 -1.9200
H -5.2976 -0.6747 4.2078
H 4.1859 -3.4088 -4.4450
H -2.6976 -1.1891 -3.0278
H -1.1457 -2.8727 -2.5814
H -2.5424 -3.3205 -1.6142
H 2.9389 -5.4605 -0.9885
H 2.5795 2.4353 0.2668
H 1.4341 0.3479 -4.3943
H -3.3312 -1.2170 -1.3572
H 4.2260 -5.2143 -2.9399
H -5.4510 1.9405 -3.1123
H 2.2645 2.5766 -3.9896
H 3.6477 1.9479 -1.9126
H 3.9587 -2.7359 1.9953
H -0.7183 -2.2862 3.5335
H -4.9285 4.2084 -3.3218
H -5.2759 -0.4121 1.7547
H -2.9945 5.2974 -2.5639
H 2.5559 0.6476 2.7221
H 0.3549 3.1981 0.4981
H -4.1792 0.2197 -2.4098
H -1.3094 2.5498 2.6007
H 3.3729 2.4221 4.2064
H 0.8066 2.3559 -3.0496
H -1.0584 -0.0816 4.3145
H -3.1486 -0.0564 0.5584
H -0.4539 4.3371 4.0706
H -3.1868 -0.5130 5.4850
H 0.6662 3.7859 -1.1468
```

***

No. 4
The following is a quantum chemistry calculation of a structure of composition C4H3GdLiO, from the OMol25 dataset.

Its LUMO energy (spin up / spin down) is -9.11 / -10.07 eV. The HOMO energy (spin up / spin down) comes out at -15.3440 / -17.5320 eV. Its spin multiplicity is 9. Its net charge is +2. Its expectation value of S² is 20.4391. As for the orbital gap (spin up / spin down): 6.23 / 7.46 eV.

The geometry in XYZ format:
```
10
C4H3GdLiO (the ωB97M-V functional and the def2-TZVPD basis)
Gd 0.6962 0.4468 1.8024
O -1.8468 -0.4729 -0.9060
C 1.4429 -0.0661 -0.7414
C -1.2116 0.5648 -0.7553
C 1.9650 -0.7434 0.2871
C 0.0735 0.9793 -0.5951
Li -2.4779 -1.9074 -1.7813
H 2.7877 -1.4548 0.1471
H 0.2837 2.0394 -0.7696
H 1.8109 -0.0984 -1.7787
```

***

No. 5
The following is a quantum chemistry calculation of a structure of composition C4H3ORb, from the OMol25 dataset.

The calculation puts the energy above the lowest of the compared OMol25 structures with the same formula, charge and spin at 0.0 kJ/mol. Its LUMO energy is -0.85 eV. The HOMO energy comes out at -6.2468 eV. Its spin multiplicity is 1. As for the orbital gap: 5.40 eV.

The geometry in XYZ format:
```
9
C4H3ORb (the ωB97M-V functional and the def2-TZVPD basis)
Rb 0.7930 2.0003 -0.4349
O 1.6918 -0.4542 -0.1545
C -1.7442 -0.9143 -0.0040
C -0.5017 -1.1721 0.0859
C -3.0525 -0.6644 0.0038
C 0.8387 -1.3257 0.2754
H -3.4329 0.3586 -0.0426
H 1.3979 -2.1857 -0.2801
H -3.7769 -1.4718 0.1379
```

***

No. 6
The following is a quantum chemistry calculation of an isolated molecule of C14H19NO2, from the OMol25 dataset.

The calculation puts the energy above the lowest of the compared OMol25 structures with the same formula, charge and spin at 81.9 kJ/mol. Its LUMO energy is 0.81 eV. The HOMO energy comes out at -8.3004 eV. Its spin multiplicity is 1. As for the SMILES: C=CCNC(=O)CCCOc1ccc(C)cc1. As for the orbital gap: 9.11 eV.

The geometry in XYZ format:
```
36
C14H19NO2 (the ωB97M-V functional and the def2-TZVPD basis)
O 3.0948 -1.1248 -1.2420
O -0.8311 -1.2470 0.6318
N 2.6131 0.6326 0.0809
C -0.1237 -1.9195 -0.3911
C -2.4757 -0.4276 -0.9785
C -3.7560 0.8129 1.1372
C -5.5349 1.7405 -0.3703
C 1.0867 -2.6028 0.2378
C 4.9859 1.9791 0.9617
C -4.2879 0.9397 -0.1431
C 3.2128 1.6257 -0.7764
C -3.6300 0.3110 -1.1871
C -2.6097 0.0829 1.3611
C 2.0293 -1.5776 0.8682
C 2.6369 -0.6882 -0.2062
C -1.9544 -0.5493 0.3028
C 4.3925 2.3228 -0.1654
H 5.8355 2.5190 1.3418
H -6.3400 1.3827 0.2700
H 0.7453 -3.3056 0.9987
H -4.0211 0.3926 -2.1914
H 4.7505 3.1652 -0.7417
H -5.3612 2.7895 -0.1308
H 2.4594 2.3708 -1.0630
H 1.4864 -0.9860 1.6050
H -5.8574 1.6722 -1.4061
H -2.1991 -0.0191 2.3538
H -4.2517 1.2937 1.9684
H 1.6198 -3.1474 -0.5419
H 4.6586 1.1354 1.5466
H 2.2399 0.9506 0.9607
H 3.5313 1.0981 -1.6829
H -0.7697 -2.6693 -0.8681
H 2.8481 -2.1006 1.3674
H 0.2118 -1.2059 -1.1557
H -1.9975 -0.9013 -1.8213
```

***

No. 7
The following is a quantum chemistry calculation of an isolated molecule of C23H34N4O, from the OMol25 dataset.

The calculation puts the energy above the lowest of the compared OMol25 structures with the same formula, charge and spin at 99.7 kJ/mol. Its LUMO energy is 0.37 eV. The HOMO energy comes out at -8.2752 eV. Its spin multiplicity is 1. As for the SMILES: Cc1cccc(-c2ncc(CN3CCN(CCC(C)C)[C@@H](CCO)C3)cn2)c1. As for the orbital gap: 8.64 eV.

The geometry in XYZ format:
```
62
C23H34N4O (the ωB97M-V functional and the def2-TZVPD basis)
O -0.2125 -1.8788 -0.0926
N 1.6151 1.4201 0.6958
N -2.3461 0.3628 1.2428
N 3.9488 -0.1506 0.4470
N -2.8074 1.4895 -0.7749
C 1.7950 0.5000 -0.4136
C 1.9082 -1.4962 1.1153
C -5.2963 0.2492 -0.9308
C -6.5324 -0.3695 -1.0165
C -1.1757 0.9645 1.3003
C 6.2775 -0.7228 -1.5886
C -3.1317 0.6413 0.1995
C 0.6407 2.4524 0.3923
C -0.7257 1.8436 0.3182
C 5.5588 -1.7112 -0.6578
C -6.8971 -1.2764 -0.0260
C -7.4569 -0.0868 -2.1619
C 2.6559 -0.6804 0.0392
C -4.8121 -0.9354 1.1098
C 7.3830 0.0475 -0.8698
C -6.0433 -1.5562 1.0273
C -4.4305 -0.0253 0.1260
C 5.3063 0.2479 -2.2533
C 3.8158 0.8049 1.5267
C 2.9036 1.9496 1.0897
C -1.6241 2.0665 -0.7196
C 4.9979 -1.1318 0.6456
C 0.8992 -2.4838 0.5231
H -8.4863 -0.0088 -1.8178
H 3.4131 0.3520 2.4479
H 4.5553 -0.2925 -2.8253
H 6.2694 -2.4922 -0.3735
H 2.2851 0.9999 -1.2673
H 6.9587 0.7694 -0.1772
H -0.7287 -1.4161 0.5792
H 5.8409 0.9114 -2.9303
H 4.6643 -1.9777 1.2717
H 8.0324 -0.6298 -0.3188
H 0.8676 2.9845 -0.5497
H 4.8042 1.2129 1.7565
H 2.7647 2.6419 1.9247
H 6.7474 -1.3265 -2.3760
H -0.5586 0.7369 2.1611
H -1.3854 2.7361 -1.5383
H 2.6260 -2.0730 1.7017
H 5.8091 -0.6415 1.1868
H 3.3857 2.4956 0.2584
H -4.9813 0.9569 -1.6820
H 0.8222 0.1295 -0.7389
H 1.3906 -0.8074 1.7848
H 4.7561 -2.1939 -1.2178
H 1.3748 -3.0791 -0.2615
H -6.3435 -2.2621 1.7880
H -4.1367 -1.1395 1.9252
H 0.6619 3.1855 1.2068
H -7.8598 -1.7650 -0.0822
H 0.5621 -3.1696 1.3149
H 7.9899 0.5904 -1.5912
H 2.8296 -1.3250 -0.8274
H -7.4082 -0.8980 -2.8887
H -7.1807 0.8365 -2.6641
H 4.8029 0.8400 -1.4958
```

***

No. 8
The following is a quantum chemistry calculation of an isolated molecule of CH2Cl3P, from the OMol25 dataset.

The calculation puts the energy above the lowest of the compared OMol25 structures with the same formula, charge and spin at 3.9 kJ/mol. Its LUMO energy is 0.28 eV. The HOMO energy comes out at -8.6958 eV. Its spin multiplicity is 1. As for the SMILES: C=P(Cl)(Cl)Cl. As for the orbital gap: 8.98 eV.

The geometry in XYZ format:
```
7
CH2Cl3P (the ωB97M-V functional and the def2-TZVPD basis)
Cl 1.5478 -0.0025 -1.7024
Cl 1.2670 -1.4559 0.9098
Cl 1.2616 1.6112 1.0353
P 0.5016 0.0297 0.0763
C -1.1635 0.0652 0.1940
H -1.7648 0.6616 -0.5637
H -1.6497 -0.9093 0.0508
```